No. 1
# C72H160Br3N8

11 unconnected molecules or ions with the total composition C72H160Br3N8 in a non-equilibrium geometry (wB97M-V/def2-TZVPD, the OMol25 dataset).

Geometry (Å):
H  -11.638  8.506  -21.676
H  2.965  3.600  -29.543
H  -14.111  8.461  -30.394
H  -14.057  3.712  -17.102
C  -18.317  1.792  -21.179
H  -6.149  6.386  -25.833
H  -15.236  7.500  -18.952
H  -7.562  4.125  -38.000
H  -15.686  6.963  -21.796
H  -0.764  4.548  -25.147
H  -14.884  7.666  -15.542
H  -12.240  6.287  -23.274
H  -12.386  5.539  -17.698
H  -6.028  2.363  -32.839
C  -2.365  4.008  -26.296
H  -9.754  6.517  -27.761
C  -14.833  8.388  -29.581
H  -12.738  2.973  -34.330
H  -12.253  1.566  -22.259
C  -13.021  6.703  -23.910
H  -15.714  0.598  -18.881
H  -9.670  6.819  -21.417
H  -13.950  6.917  -23.381
C  -14.688  0.915  -21.567
H  -15.340  7.431  -29.703
H  -13.008  7.144  -17.957
H  -9.634  8.714  -20.046
H  -18.892  2.624  -21.585
C  -0.851  4.219  -26.183
C  -10.416  7.969  -19.894
H  -19.178  -0.094  -21.594
H  -3.419  4.928  -27.869
C  -9.114  1.813  -30.893
C  0.427  6.601  -26.298
H  -7.633  4.659  -34.891
H  -7.509  4.677  -30.430
H  -5.913  2.922  -35.133
H  -7.263  7.318  -27.617
H  -5.053  3.962  -36.082
N  -5.613  4.466  -32.665
H  -10.603  4.363  -24.632
H  -3.941  4.201  -34.054
C  -14.738  6.594  -15.667
H  1.829  4.033  -27.568
H  -14.034  12.017  -22.833
H  -11.174  3.253  -36.104
N  -9.216  5.231  -26.039
C  -12.705  12.245  -26.318
H  -15.639  9.107  -29.727
H  -17.137  7.368  -20.989
H  -1.943  7.027  -26.542
C  -5.761  3.995  -35.255
C  -13.053  10.892  -24.114
H  -12.685  13.138  -25.693
H  -7.917  2.980  -36.726
C  -7.092  5.527  -30.970
C  -11.192  2.912  -32.640
C  -15.474  10.874  -24.070
C  -9.797  6.677  -20.343
H  -14.885  12.579  -25.361
H  -12.033  0.807  -32.409
H  -0.086  6.946  -25.400
C  -9.040  -0.286  -29.720
H  -9.366  -0.098  -28.697
H  -7.380  0.545  -30.865
H  -9.768  3.305  -35.025
C  -17.144  5.680  -22.433
H  -5.595  4.789  -22.936
H  -12.307  11.665  -23.929
H  -12.243  9.433  -26.149
H  -16.614  0.187  -23.108
H  2.134  5.524  -28.106
C  -9.048  6.436  -26.935
H  -14.773  1.586  -22.422
C  -13.221  6.198  -17.459
H  -15.220  3.745  -18.298
H  2.240  4.373  -31.912
H  0.450  7.450  -26.981
H  -2.668  3.152  -26.900
C  -7.929  4.041  -36.977
H  -18.472  0.621  -23.095
H  -14.276  10.532  -28.224
H  -7.693  1.355  -29.311
H  -10.371  6.241  -24.492
C  -9.156  3.890  -26.765
H  -11.715  6.663  -26.429
C  -6.970  4.981  -32.475
C  -18.372  0.506  -22.016
H  -0.574  4.446  -28.966
C  -5.612  5.832  -30.527
H  -2.591  3.735  -25.266
H  -8.147  6.453  -24.729
N  -7.781  5.182  -20.355
H  -7.940  4.656  -24.452
H  -8.538  3.689  -18.958
H  -14.167  10.364  -22.322
H  -14.970  8.163  -27.573
H  -10.695  7.931  -18.841
H  -11.051  3.708  -21.871
H  -8.227  6.505  -18.765
C  -13.546  9.798  -27.881
C  -10.141  -0.356  -30.815
H  1.368  3.171  -30.042
H  -8.109  3.732  -27.022
H  -17.434  6.220  -23.334
C  -3.003  5.230  -26.907
C  1.585  4.644  -28.438
C  -13.344  6.255  -15.929
C  -11.104  1.377  -32.369
C  -16.808  2.136  -20.997
C  -14.278  4.227  -18.037
H  -10.623  1.816  -35.208
H  -3.817  5.650  -26.318
C  -4.761  5.435  -31.757
H  -7.551  5.666  -28.293
H  -14.382  -0.062  -21.939
C  -13.083  5.747  -25.091
H  -10.559  5.925  -20.137
H  -10.147  3.220  -32.672
H  -7.935  2.970  -20.513
H  -9.758  3.998  -27.667
C  -8.426  3.818  -20.035
C  -7.632  6.312  -27.419
H  -7.677  6.446  -30.943
H  -14.109  6.677  -19.885
C  -15.575  5.957  -16.788
C  -10.504  5.344  -25.097
H  -18.008  5.193  -21.979
C  -1.840  6.209  -27.255
C  -8.156  0.894  -30.184
Br  -9.108  1.751  -23.543
H  -8.369  -1.141  -29.810
C  -8.389  6.449  -19.842
C  -16.099  5.725  -20.067
H  -15.674  9.817  -24.243
H  -6.380  4.696  -26.340
H  -16.938  5.432  -19.436
H  -11.383  1.532  -20.779
H  0.030  6.044  -29.001
H  -16.161  11.528  -23.533
H  -9.667  3.185  -26.109
H  -11.662  11.942  -26.232
C  -12.254  1.985  -21.253
H  -5.223  3.221  -20.647
N  -13.569  11.157  -25.543
H  -18.820  1.678  -20.219
H  -5.901  2.927  -31.131
N  -14.558  5.726  -17.946
H  -9.278  2.762  -30.383
C  -5.485  4.245  -20.911
C  0.125  5.107  -28.452
H  -6.350  4.489  -18.971
H  -4.734  6.394  -32.274
H  -11.766  4.407  -34.050
H  -7.639  4.159  -32.727
C  -11.751  3.318  -34.021
H  -11.011  -0.951  -30.537
C  -13.249  9.801  -26.352
H  -16.684  2.477  -19.970
C  1.992  4.027  -29.786
H  2.928  5.724  -30.843
H  -15.608  11.292  -26.331
H  -12.628  7.679  -24.196
H  -15.134  6.105  -14.777
H  -6.906  5.712  -36.007
C  -16.103  -0.052  -19.666
H  -8.372  4.599  -22.321
H  -11.996  5.096  -26.834
H  -16.059  5.000  -16.595
C  -11.745  8.407  -20.596
H  -4.810  5.632  -34.287
H  -12.039  4.060  -20.459
H  -13.060  4.718  -24.734
H  -13.365  3.995  -18.587
N  -10.540  1.135  -30.948
H  -3.842  4.931  -31.457
C  -6.318  5.058  -19.900
Br  -9.597  9.601  -24.653
C  -7.043  4.649  -35.807
H  -9.453  3.769  -20.395
H  -6.947  5.932  -33.007
C  -7.555  5.185  -21.901
C  -14.127  8.390  -28.226
C  -14.203  11.006  -23.202
H  1.450  6.252  -26.161
C  -11.789  5.690  -25.943
H  -13.412  0.794  -19.781
H  -16.980  -1.084  -21.815
H  -4.529  4.766  -20.959
H  -17.136  -0.198  -19.348
H  -6.656  3.390  -22.492
H  -7.529  6.235  -22.194
H  -13.130  5.265  -15.526
H  -10.667  1.619  -28.828
H  -13.985  9.294  -25.728
C  -15.080  11.507  -25.402
C  2.146  4.984  -31.014
H  -13.977  5.948  -25.681
C  -4.965  4.576  -34.063
C  -6.273  4.366  -22.195
H  -15.520  4.817  -20.236
H  -1.974  6.687  -28.225
H  -9.635  -0.704  -31.715
C  -5.492  3.002  -32.138
H  -13.424  7.564  -28.120
H  1.292  5.642  -31.169
H  -15.517  -0.961  -19.798
C  -6.883  5.644  -26.147
H  -8.920  4.487  -36.892
N  -16.146  0.714  -21.031
H  -12.582  6.915  -15.514
H  -11.708  3.280  -31.754
C  -16.576  6.510  -21.359
H  -5.383  6.865  -30.267
Br  -11.245  5.788  -30.234
N  -0.490  5.523  -27.012
C  -10.770  2.895  -35.157
H  -16.330  6.642  -17.174
C  -13.620  1.549  -20.538
H  -16.401  4.910  -22.640
H  -16.341  2.775  -21.747
H  -12.709  3.920  -22.026
H  -5.938  6.063  -19.714
H  -14.043  2.446  -20.086
C  -11.981  3.454  -21.363
H  -13.178  12.417  -27.285
C  -14.982  6.486  -19.261
H  -11.571  2.661  -29.729
H  -12.627  9.814  -28.466
H  -12.076  9.332  -20.124
C  -11.335  1.598  -29.690
H  -12.182  0.916  -29.621
H  -12.720  9.859  -24.012
H  -8.813  1.903  -31.937
H  -4.424  2.842  -32.286
H  -10.485  0.791  -33.048
H  -5.130  5.220  -29.765
H  -0.275  3.352  -26.509
C  -16.970  -0.032  -22.102
H  -9.200  7.330  -26.330
H  -7.745  7.166  -20.352
H  -12.437  7.637  -20.257
C  -8.013  5.468  -25.177

Its LUMO energy is -8.1 eV. Its spin multiplicity is 1. Its total energy is -10997.53978 Eh. Its net charge is +5.

=====

No. 2
# H11NO4

5 unconnected molecules or ions with the total composition H11NO4 in a non-equilibrium geometry (wB97M-V/def2-TZVPD, the OMol25 dataset).

Geometry (Å):
O  1.072  3.157  2.882
O  -1.255  0.342  -6.468
O  -0.324  -2.098  0.217
H  -1.649  0.853  -7.236
H  -0.384  -2.977  0.387
H  -2.171  0.232  -6.063
N  2.034  -0.305  0.544
H  1.063  2.241  3.046
H  3.013  -0.141  0.261
H  -0.761  -1.548  0.909
H  0.161  3.308  2.902
H  1.612  0.497  0.108
H  1.741  -1.256  0.266
O  -1.641  -0.417  2.829
H  -1.799  -1.362  2.937
H  -0.710  -0.527  2.478

Its LUMO energy is 0.3 eV. Its spin multiplicity is 1. Its total energy is -362.26293 Eh. Its net charge is 0. The SMILES is N.O.O.O.O.

=====

Respective relative energy (zero: lowest compared OMol25 entry of this formula, charge and spin) values: 152.53; 47.10 kcal/mol.
Respective HOMO-LUMO gap values: 6.862; 10.208 eV.